Molecular formula: C17H40BrN2O8P
Method: DFT, ωB97M-V/def2-TZVPD

Positions of all 69 atoms, in Å:
C -0.521 1.766 -0.736
C -0.373 0.522 -1.761
C 0.220 -0.748 -0.964
C -0.876 -1.414 0.038
O -1.532 -2.570 -0.555
C -2.819 -2.276 -1.051
O -3.130 -2.769 -2.166
O -3.815 -1.520 -0.374
P -3.859 0.122 -0.933
O -4.058 1.041 0.525
Br -5.775 0.539 -2.081
H 0.447 1.940 -0.143
H -0.678 2.698 -1.399
H -1.386 1.592 -0.012
H 0.352 0.885 -2.579
H -1.371 0.281 -2.263
H 0.609 -1.564 -1.678
H 1.142 -0.372 -0.383
H -0.252 -1.815 0.922
H -1.577 -0.634 0.481
H -4.884 1.579 0.400
C 3.510 4.540 -7.141
O 4.358 4.048 -6.114
C 5.040 5.087 -5.409
C 4.558 5.145 -3.960
N 3.183 5.642 -3.883
C 2.584 5.497 -2.555
C 2.342 4.069 -2.046
O 1.358 3.354 -2.785
C 1.861 2.667 -3.922
H 3.110 3.685 -7.688
H 2.673 5.103 -6.719
H 4.070 5.168 -7.841
H 4.936 6.060 -5.904
H 6.103 4.826 -5.413
H 5.214 5.809 -3.388
H 4.636 4.136 -3.542
H 2.611 5.134 -4.550
H 1.616 6.008 -2.594
H 3.195 6.041 -1.827
H 1.945 4.153 -1.029
H 3.268 3.490 -1.958
H 2.889 2.322 -3.782
H 1.790 3.298 -4.810
H 1.228 1.794 -4.095
C -0.561 -6.690 6.039
O -1.741 -6.501 5.273
C -2.833 -5.996 6.045
C -3.197 -4.586 5.584
N -2.155 -3.626 5.954
C -2.329 -2.309 5.338
C -2.188 -2.225 3.811
O -0.872 -2.491 3.340
C -0.597 -3.864 3.103
H 0.185 -7.166 5.401
H -0.162 -5.732 6.383
H -0.754 -7.344 6.896
H -2.626 -6.024 7.121
H -3.685 -6.656 5.855
H -4.143 -4.288 6.047
H -3.337 -4.615 4.498
H -1.253 -3.995 5.674
H -1.570 -1.656 5.781
H -3.302 -1.903 5.633
H -2.401 -1.189 3.525
H -2.928 -2.838 3.284
H -1.483 -4.418 2.782
H -0.162 -4.324 3.992
H 0.151 -3.925 2.308

Forces on the atoms, in the same order (eV/Å):
-0.009 -0.092 -1.041
0.749 0.355 0.630
-0.465 0.155 -0.579
2.806 0.662 1.269
-3.061 2.464 0.143
-0.517 -2.509 -4.686
1.079 1.852 4.378
1.600 0.825 0.013
0.972 0.479 1.294
-1.325 -1.256 -2.389
0.097 -0.375 0.752
-1.394 -0.405 -0.870
-0.003 -1.355 1.370
1.133 0.459 -0.916
-1.081 -0.870 1.305
1.396 0.323 0.725
-0.766 1.168 1.070
-1.563 -0.680 -0.600
-1.299 0.461 -1.280
0.665 -1.164 -0.774
0.893 -0.580 0.398
0.090 -0.246 0.103
-0.134 0.409 -0.172
0.178 -0.341 0.455
-0.339 0.069 -0.468
0.238 -0.092 0.170
-0.220 -0.082 -0.310
-0.270 0.324 0.325
0.538 -0.066 -0.052
-0.390 0.053 -0.011
0.079 0.002 0.096
-0.019 0.152 -0.119
-0.089 0.055 0.010
-0.176 -0.116 0.041
-0.013 0.043 0.012
-0.048 -0.007 0.009
0.258 -0.058 -0.001
0.086 0.077 0.058
0.030 -0.089 0.111
0.048 -0.089 -0.040
-0.031 -0.008 -0.060
0.005 -0.038 -0.204
0.021 0.113 -0.011
0.209 -0.078 -0.111
0.041 0.085 0.014
-0.102 -0.043 -0.266
0.153 0.062 0.441
-0.343 0.157 -0.465
0.519 -0.163 0.198
-0.273 -0.025 -0.123
0.366 -0.145 0.012
-0.016 0.498 0.173
-0.391 -0.248 -0.027
0.343 0.219 -0.051
-0.117 0.032 -0.028
0.057 -0.034 0.183
0.062 0.072 0.046
0.143 0.090 -0.130
-0.001 0.030 0.034
0.037 0.030 -0.012
-0.208 -0.157 -0.039
-0.115 0.022 0.052
-0.070 0.043 -0.117
-0.007 -0.086 -0.071
0.044 -0.038 0.008
0.110 -0.168 0.027
-0.021 0.018 0.102
-0.098 -0.218 -0.022
-0.072 0.060 0.015

Results
2S+1 = 1
SMILES string = CCCCOC(=O)OP(O)Br.COCCNCCOC.COCCNCCOC
DFT total energy = -4298.41761 Eh
charge = 0

These are the natural (NBO) partial charges, in e, on atoms 1 to 5:
1 C -0.636
2 C -0.415
3 C -0.436
4 C -0.107
5 O -0.491

=====

Molecular formula: C9H18N2O
Method: DFT, ωB97M-V/def2-TZVPD

Positions of all 30 atoms, in Å:
C -2.127 -0.198 1.118
C -1.463 0.331 -0.185
C -2.001 -0.544 -1.293
C -1.811 1.870 -0.460
C 0.112 -0.061 -0.112
C 0.953 1.017 0.648
C 2.197 0.113 1.179
C 1.992 -1.736 -0.382
C 0.458 -1.334 -0.165
H -1.787 0.128 2.098
H -1.840 -1.277 0.915
H -3.373 -0.232 0.922
H -1.867 0.211 -2.157
H -1.339 -1.500 -1.309
H -3.220 -1.178 -0.977
H -1.989 2.221 -1.808
H -2.947 1.825 0.489
H -1.018 2.801 0.113
H 0.214 0.185 -1.143
H 1.682 1.788 -0.361
H 0.297 1.660 1.383
H 3.041 0.808 1.914
H 2.122 -0.490 2.014
H 2.284 -2.074 -1.450
H 2.302 -2.427 0.636
H 0.388 -1.638 0.817
H -0.254 -1.973 -0.852
N 2.604 -0.356 -0.030
N 3.066 0.482 -0.957
O 3.326 1.580 -0.605

Forces on the atoms, in the same order (eV/Å):
-2.343 -2.035 -2.259
0.044 -0.021 1.981
-2.033 -1.649 -0.235
-0.809 1.891 1.818
-3.248 10.589 -3.010
1.344 0.639 -0.491
0.364 7.179 3.310
0.455 1.692 1.480
1.875 -9.867 -0.167
-0.166 0.265 -0.123
-0.575 0.745 1.362
3.413 0.462 1.074
-1.030 -2.300 0.367
-2.145 2.210 -1.099
3.515 2.681 -1.487
0.310 -1.140 4.651
2.946 1.063 -3.686
-2.487 -3.212 -2.043
0.846 1.228 -1.547
-3.302 -1.600 4.020
1.715 -1.276 -1.311
-1.811 -1.224 -3.081
-1.218 -2.495 0.871
-0.229 0.513 2.106
-0.546 1.512 -3.613
-0.891 -1.978 2.336
2.374 0.741 1.849
2.284 -2.914 -1.989
0.296 -4.127 -1.950
1.050 2.429 0.866

Results
2S+1 = 1
DFT total energy = -537.94103 Eh
charge = 0

These are the natural (NBO) partial charges, in e, on atoms 1 to 5:
1 C -0.635
2 C -0.074
3 C -0.601
4 C -0.641
5 C -0.301

=====

Molecular formula: C44H45Cl5N6O5STi
Method: DFT, ωB97M-V/def2-TZVPD

Positions of all 107 atoms, in Å:
Ti -0.776 -0.413 1.710
O -5.924 1.877 4.038
C -4.776 1.295 3.532
C -4.861 0.199 2.708
C -3.619 -0.348 2.213
N -2.460 0.239 2.604
C -2.390 1.287 3.383
C -3.566 1.889 3.914
C -0.973 1.728 3.609
O -0.662 2.697 4.276
O -0.111 0.934 2.990
C -3.418 -1.479 1.342
O -4.306 -2.182 0.840
O -2.118 -1.708 1.110
H -6.667 1.380 3.679
H -5.806 -0.248 2.426
H -3.520 2.749 4.562
C 4.124 4.918 -0.594
C 3.049 4.603 -1.596
C 3.225 4.844 -2.949
C 2.251 4.516 -3.884
C 1.072 3.929 -3.442
C 0.866 3.677 -2.097
C 1.851 4.012 -1.168
N 1.654 3.773 0.203
C 0.817 2.640 0.511
N -0.477 3.022 0.688
C -1.634 2.343 0.160
C -1.644 0.956 0.018
C -2.739 0.514 -0.748
C -3.749 1.328 -1.238
C -3.734 2.686 -0.936
C -2.667 3.218 -0.233
C -2.629 4.687 0.103
N 1.252 1.444 0.550
C 2.628 1.250 0.314
C 3.051 0.676 -0.880
C 4.397 0.429 -1.106
C 5.332 0.747 -0.129
C 4.904 1.306 1.068
C 3.559 1.568 1.316
C 3.100 2.119 2.641
H 4.965 5.419 -1.074
H 4.503 4.004 -0.124
H 3.753 5.569 0.204
H 4.160 5.286 -3.277
H 2.416 4.704 -4.937
H 0.299 3.657 -4.151
H -0.052 3.203 -1.767
H 2.520 3.740 0.722
H -0.546 4.023 0.739
H -2.849 -0.553 -0.912
H -4.576 0.898 -1.792
H -4.553 3.335 -1.233
H -3.579 5.155 -0.156
H -1.843 5.221 -0.445
H -2.463 4.853 1.172
H 2.299 0.410 -1.613
H 4.709 -0.025 -2.038
H 6.385 0.549 -0.290
H 5.626 1.538 1.844
H 3.959 2.310 3.287
H 2.421 1.421 3.134
H 2.524 3.044 2.563
Cl -2.473 -2.704 4.218
C -0.723 -2.785 4.174
C -0.036 -2.020 3.245
C 1.341 -2.189 3.313
Cl 2.351 -1.246 2.213
C 2.016 -3.041 4.189
Cl 3.751 -3.189 4.169
C 1.270 -3.787 5.092
Cl 2.062 -4.868 6.201
C -0.113 -3.655 5.089
Cl -1.044 -4.587 6.229
C -0.402 -6.231 -2.078
C -0.512 -6.576 -0.594
C -0.101 -5.451 0.353
C -1.127 -4.353 0.574
N -1.514 -3.630 -0.636
C -0.739 -2.649 -1.156
S 0.714 -2.149 -0.466
N -1.249 -2.037 -2.245
C -0.697 -0.805 -2.802
C 0.412 -1.069 -3.808
C -0.053 -1.806 -5.056
C 1.064 -1.995 -6.075
H -0.596 -7.106 -2.703
H 0.601 -5.866 -2.313
H -1.103 -5.445 -2.362
H 0.132 -7.440 -0.397
H -1.535 -6.895 -0.363
H 0.838 -5.006 0.011
H 0.096 -5.871 1.344
H -0.771 -3.644 1.324
H -2.052 -4.791 0.956
H -2.500 -3.388 -0.632
H -2.225 -2.218 -2.429
H -0.340 -0.179 -1.983
H -1.527 -0.278 -3.278
H 1.195 -1.647 -3.306
H 0.854 -0.106 -4.088
H -0.881 -1.253 -5.516
H -0.449 -2.782 -4.764
H 1.477 -1.032 -6.387
H 0.720 -2.516 -6.971
H 1.884 -2.577 -5.646

Forces on the atoms, in the same order (eV/Å):
1.031 -0.695 -1.342
0.025 -0.004 -0.005
-0.354 0.022 0.044
0.602 -0.126 -0.146
-0.688 0.113 0.203
-0.430 -0.064 0.246
-0.836 0.405 0.474
0.697 -0.151 -0.228
0.475 -0.581 -0.363
-0.056 0.191 0.154
-0.590 0.772 0.394
0.429 0.140 0.231
-0.130 -0.149 -0.154
-0.434 0.399 0.153
0.013 0.001 0.004
-0.017 -0.001 -0.016
-0.013 0.015 0.007
0.048 0.010 -0.019
-0.071 -0.040 0.108
0.027 0.016 -0.144
-0.037 -0.017 0.154
0.031 0.028 -0.178
0.017 -0.016 0.042
-0.024 0.051 0.064
0.030 0.011 0.182
-0.250 0.054 -0.042
-0.007 -0.246 -0.041
0.453 0.358 0.006
-0.238 0.140 0.218
-0.120 -0.195 0.063
0.076 0.118 0.054
-0.015 -0.057 -0.004
0.051 -0.110 -0.050
-0.042 0.032 -0.039
0.089 -0.022 -0.051
-0.172 -0.017 0.089
0.033 -0.009 -0.053
-0.008 0.033 0.066
-0.082 0.006 -0.025
-0.022 0.048 0.017
0.088 -0.029 0.018
0.041 -0.056 0.037
-0.007 -0.005 -0.006
-0.012 -0.002 -0.003
-0.002 0.006 -0.004
-0.011 0.006 -0.004
-0.005 0.006 -0.013
0.009 -0.004 0.000
0.017 0.010 -0.058
0.028 -0.040 -0.137
-0.051 -0.006 -0.014
-0.019 0.048 0.007
-0.017 -0.002 0.008
0.002 -0.008 -0.022
0.007 -0.006 -0.006
0.009 -0.005 0.003
-0.011 -0.006 0.004
0.014 -0.016 0.009
0.009 0.002 -0.008
0.007 -0.009 0.001
0.005 -0.010 -0.005
-0.017 -0.016 0.010
-0.010 -0.020 -0.020
0.046 0.018 -0.005
0.153 0.021 -0.008
-0.326 -0.337 0.255
0.421 0.106 0.040
0.467 0.009 -0.071
-0.203 -0.119 0.252
0.052 0.110 -0.151
-0.180 0.006 0.021
0.082 -0.090 0.074
-0.090 0.094 -0.088
-0.165 0.013 -0.008
0.056 0.108 -0.131
-0.013 0.049 -0.057
-0.021 -0.040 -0.033
0.130 0.011 0.004
-0.148 0.073 0.000
0.061 -0.150 -0.212
-0.042 0.219 0.338
0.160 -0.219 -0.077
-0.085 0.072 -0.043
-0.051 -0.081 0.021
0.088 -0.031 -0.011
-0.004 -0.015 -0.018
0.055 0.003 -0.007
0.000 -0.014 0.000
0.003 -0.010 0.012
0.018 -0.030 0.036
-0.019 -0.027 0.010
0.009 0.001 -0.005
-0.032 -0.003 0.030
0.047 -0.024 -0.006
0.004 -0.052 -0.028
0.008 0.033 0.034
-0.039 -0.024 0.024
0.052 -0.058 -0.056
-0.006 0.000 0.003
0.013 0.027 0.011
0.017 0.045 -0.026
-0.006 0.001 -0.007
0.000 -0.009 -0.006
-0.038 0.014 -0.007
-0.009 -0.001 0.008
-0.023 -0.007 0.008
-0.007 0.006 0.009

Results
⟨S²⟩ = 2.02
2S+1 = 3
DFT total energy = -5957.26313 Eh
charge = -2

These are the Löwdin partial charges, in e, on atoms 1 to 5:
1 Ti 0.912
2 O 0.010
3 C -0.340
4 C 0.030
5 C -0.223

=====

Molecular formula: C30H44BeBrClN2P2
Method: DFT, ωB97M-V/def2-TZVPD

Positions of all 81 atoms, in Å:
N 1.618 3.160 -7.257
C 2.443 2.137 -6.964
C 2.607 1.642 -5.653
C 1.747 2.054 -4.577
C 0.920 3.178 -4.935
C 0.871 3.658 -6.257
C 1.701 1.357 -3.309
Be 0.907 0.330 -0.461
P -2.345 -2.531 2.594
C 0.676 1.561 -2.332
C -0.345 0.560 -1.967
C -1.792 0.728 -2.090
C -2.655 -0.336 -2.283
C -2.191 -1.664 -2.321
C -0.790 -1.803 -2.360
C 0.128 -0.811 -2.003
Br -3.300 -3.153 -2.333
H 2.525 0.664 -3.052
H 0.424 2.595 -2.030
H 3.352 0.849 -5.543
H 0.256 3.642 -4.222
H 3.015 1.743 -7.819
H 0.223 4.508 -6.537
H -2.215 1.730 -2.112
H 1.175 -1.064 -2.267
H -3.718 -0.195 -2.479
H -0.365 -2.763 -2.648
P 0.427 1.733 1.223
C -2.478 -3.953 1.463
C -3.857 -4.609 1.547
H -1.662 -4.701 1.606
H -2.381 -3.456 0.472
H -3.962 -5.380 0.775
H -4.100 -5.021 2.539
H -4.553 -3.816 1.279
C -3.033 -1.185 1.485
C -4.308 -0.600 2.087
H -3.243 -1.617 0.497
H -2.261 -0.420 1.342
H -4.658 0.252 1.492
H -5.098 -1.358 2.102
H -4.155 -0.275 3.123
C -0.542 -2.706 2.918
C -0.316 -3.305 4.288
H -0.023 -1.764 2.772
H -0.219 -3.387 2.145
H 0.513 -2.802 4.772
H -1.199 -3.210 4.915
H -0.101 -4.364 4.240
C 1.170 1.352 2.877
C 1.690 2.565 3.667
H 1.967 0.621 2.681
H 0.388 0.834 3.460
H 2.748 2.772 3.441
H 1.106 3.484 3.495
H 1.617 2.330 4.737
C -1.290 2.294 1.716
C -1.980 3.277 0.754
H -1.225 2.733 2.732
H -1.868 1.355 1.830
H -1.270 4.056 0.411
H -2.385 2.709 -0.104
H -2.808 3.752 1.305
C 1.325 3.219 0.584
C 2.772 2.981 0.228
H 1.242 3.960 1.376
H 0.756 3.561 -0.286
H 3.137 3.807 -0.385
H 3.385 2.980 1.129
H 2.944 2.071 -0.345
Cl 2.211 -4.781 0.125
C 2.583 -3.165 0.541
C 3.717 -2.827 1.259
C 4.036 -1.494 1.396
C 3.219 -0.546 0.840
N 2.079 -0.842 0.151
C 1.710 -2.159 0.146
H 4.320 -3.609 1.664
H 4.895 -1.177 1.969
H 3.400 0.515 0.986
H 0.744 -2.462 -0.249

Forces on the atoms, in the same order (eV/Å):
-0.065 -0.761 0.692
-0.207 0.755 0.465
-0.333 -0.627 0.033
0.864 1.851 -1.385
-0.176 -0.765 -0.380
0.509 0.005 0.371
-0.532 0.384 0.805
-0.087 0.046 0.789
-1.375 -0.520 1.455
0.753 1.096 0.897
-0.306 -2.169 -0.820
1.399 0.343 0.229
-0.220 -0.500 0.283
1.863 0.992 -0.085
-0.372 -1.385 0.966
-1.162 0.818 -1.832
-0.094 0.129 -0.322
-0.925 -0.474 -1.038
-0.412 -0.436 -1.290
-0.318 0.148 0.270
-0.050 -0.056 0.160
-0.187 0.134 0.689
0.369 -0.563 0.360
0.254 -0.115 -0.094
-0.598 0.457 0.391
0.239 0.334 0.332
-0.232 -0.066 0.273
-0.206 0.460 0.066
0.013 -0.575 -0.613
0.117 0.089 -0.502
-0.553 0.642 -0.050
0.233 -0.867 0.196
-0.012 -0.019 0.271
0.165 0.255 -0.433
-0.532 -0.134 0.234
0.930 -0.147 -0.129
0.003 0.104 0.100
0.077 0.105 0.098
-0.081 0.060 -0.121
-0.033 -0.119 0.110
0.089 0.144 0.020
-0.014 -0.036 -0.249
-0.052 0.760 -1.109
0.014 0.047 0.413
0.276 0.319 0.124
0.594 -0.057 -0.261
0.168 -0.071 0.271
-0.033 0.165 0.125
0.146 -0.229 -0.086
0.010 -0.319 -0.354
0.088 0.011 0.153
-0.206 0.174 0.408
0.229 0.085 -0.370
-0.444 0.009 0.044
0.170 -0.363 0.093
0.117 0.171 -0.294
0.232 -0.281 0.040
0.125 -0.354 0.075
0.265 -0.194 -0.493
0.184 0.599 -0.032
-0.603 -0.323 0.134
0.148 0.552 0.325
0.286 -0.104 -0.467
-0.823 -0.274 0.413
0.411 0.427 0.040
-0.004 0.339 -0.190
0.048 0.107 0.220
0.021 -0.059 0.021
0.098 -0.217 -0.049
-0.004 -0.101 -0.056
-0.118 -0.075 0.261
-0.426 0.444 0.186
-0.107 -0.238 -0.516
0.017 0.166 0.419
-0.813 0.817 -0.613
-0.422 -0.964 0.835
0.635 0.234 -0.699
0.447 -0.307 0.205
0.049 -0.029 -0.044
0.255 -0.241 -0.271
0.220 0.363 -0.117

Results
2S+1 = 1
DFT total energy = -5010.07859 Eh
charge = +2

These are the Löwdin partial charges, in e, on atoms 1 to 5:
1 N 0.095
2 C -0.093
3 C 0.018
4 C -0.179
5 C 0.017

=====

Molecular formula: C2H7N4O
Method: DFT, ωB97M-V/def2-TZVPD

Positions of all 14 atoms, in Å:
C -1.291 0.988 0.152
C -1.736 -1.403 -0.467
N 2.721 0.212 0.576
N -1.591 2.002 0.675
N 1.840 0.016 -0.310
N -0.912 -0.131 -0.185
O 3.875 0.560 0.352
H -1.313 -2.197 -1.203
H -2.608 -1.065 -1.067
H -1.766 -1.867 0.488
H 2.477 -0.047 1.593
H -2.118 2.847 0.835
H 2.273 0.301 -1.153
H 0.149 -0.217 -0.286

Forces on the atoms, in the same order (eV/Å):
-1.845 3.550 2.102
0.411 0.369 -2.267
1.005 -0.723 0.771
0.059 -1.576 -0.735
-0.914 -0.088 1.577
1.812 -3.598 -2.095
-0.740 0.034 0.606
0.445 1.947 1.261
-0.043 -0.391 1.406
-1.146 -0.444 0.591
0.162 0.492 -1.532
0.349 -0.009 -0.321
0.569 0.256 -1.531
-0.124 0.181 0.167

Results
2S+1 = 1
DFT total energy = -374.26582 Eh
charge = +1

These are the natural (NBO) partial charges, in e, on atoms 1 to 5:
1 C 0.769
2 C -0.413
3 N 0.225
4 N -0.538
5 N -0.524

=====

Look up the 2S+1 of the fifth one. 1